Run i
The molecule C6H11NS, computed with the ωB97M-V functional and the def2-TZVPD basis.

The total charge is 0. Its SMILES is [H]/N=C/C(=S)C(C)(C)C. The value obtained for the gap between HOMO and LUMO is 7.721 eV.

Element x y z (Å)
S -2.588 -0.754 0.199
N 0.600 -1.365 -1.839
C 0.648 1.189 -0.726
C -0.568 -1.485 -1.307
C -0.974 -0.633 -0.243
C -0.010 0.339 0.358
C -0.883 1.267 1.320
C 1.001 -0.486 1.098
H -0.122 1.853 1.724
H 0.955 -2.053 -2.565
H -0.056 1.907 -1.254
H 1.305 2.007 -0.311
H 0.448 -0.910 1.920
H 1.416 -1.394 0.417
H -1.289 0.574 2.152
H 1.888 0.126 1.266
H -1.263 -2.354 -1.526
H -1.712 1.626 0.826
H 1.204 0.545 -1.508

Run ii
The molecule C6H11NS, computed with the ωB97M-V functional and the def2-TZVPD basis.

The total charge is 0. Its SMILES is CC1=CSN(C)[C@H]1C. The value obtained for the gap between HOMO and LUMO is 8.801 eV.

Element x y z (Å)
S 0.615 -0.979 -1.883
N 1.485 -0.005 -0.706
C -0.125 1.907 -0.766
C -0.796 -1.021 -0.945
C -1.936 -0.456 1.176
C 0.206 0.777 0.154
C 2.159 -0.874 0.221
C -0.857 -0.263 0.148
H 1.530 -1.702 0.592
H -0.452 1.469 -1.677
H 2.617 -0.241 1.050
H -2.183 0.596 1.465
H -0.876 2.583 -0.328
H 0.751 2.577 -0.896
H -1.643 -1.081 1.974
H 2.952 -1.405 -0.268
H 0.638 1.060 1.095
H -1.377 -1.882 -1.019
H -2.709 -1.060 0.612

Stability check: which of them is most stable? run ii.

Run i
A structure of composition C6H11NS, computed with the ωB97M-V functional and the def2-TZVPD basis.

The total charge is 0. The value obtained for the gap between HOMO and LUMO is 9.631 eV.

Element x y z (Å)
S 3.035 -0.054 0.183
N -1.052 -0.775 1.181
C 0.734 0.122 -0.367
C 1.646 1.054 0.503
C -1.617 1.297 -0.181
C -1.437 -1.200 -0.125
C 1.638 -1.094 -0.377
C -0.730 0.041 0.047
H 1.383 -1.841 0.404
H -2.688 1.173 -0.003
H -1.285 2.116 0.419
H 1.799 -1.584 -1.344
H -2.485 -1.182 -0.388
H -0.863 -2.023 -0.582
H 1.314 1.099 1.573
H 0.718 0.470 -1.372
H -0.284 -1.330 1.524
H -1.532 1.632 -1.204
H 1.706 2.079 0.109

Run ii
The molecule C6H11NS, computed with the ωB97M-V functional and the def2-TZVPD basis.

The total charge is 0. Its SMILES is SCC1[C@@H]2CNC[C@@H]12. The value obtained for the gap between HOMO and LUMO is 9.494 eV.

Element x y z (Å)
S 3.422 0.470 -0.273
N -2.243 0.539 0.270
C -0.130 0.494 -0.451
C 0.904 -0.507 -0.348
C -1.881 -0.778 -0.429
C -1.026 1.399 0.220
C -0.528 -0.837 0.190
C 2.117 -0.524 0.613
H 1.910 -0.199 1.636
H -1.781 -0.826 -1.509
H -0.792 1.672 1.223
H -0.601 -0.668 1.336
H -1.225 2.323 -0.371
H -2.522 -1.491 0.058
H 2.310 -1.590 0.776
H 1.090 -0.906 -1.379
H -2.930 1.038 -0.401
H -0.464 0.440 -1.563
H 4.370 -0.049 0.401

Run iii
The molecule C6H11NS, computed with the ωB97M-V functional and the def2-TZVPD basis.

The total charge is 0. Its SMILES is CC(C)=C(C)NC=S. The value obtained for the gap between HOMO and LUMO is 8.840 eV.

Element x y z (Å)
S -2.861 -0.477 -0.944
N -1.258 0.837 0.704
C -2.438 0.328 0.394
C -0.005 0.663 0.044
C -0.070 -1.820 0.613
C 1.881 -0.806 -0.773
C 0.522 -0.590 -0.033
C 0.560 1.965 -0.496
H -1.197 1.361 1.627
H -0.527 -2.524 -0.146
H 2.327 0.175 -1.157
H 0.033 2.243 -1.499
H 1.719 1.900 -0.602
H 0.338 2.798 0.235
H -0.862 -1.531 1.307
H 0.658 -2.413 1.203
H 2.559 -1.239 -0.037
H -3.143 0.639 1.222
H 1.765 -1.509 -1.661

Stability check: which of them is most stable? run iii.

Run i
A structure of composition C5H13NO2, computed with the ωB97M-V functional and the def2-TZVPD basis.

The total charge is 0. The value obtained for the gap between HOMO and LUMO is 3.060 eV.

Element x y z (Å)
O -3.062 -0.597 0.624
O -3.154 1.314 -1.047
N 0.821 -2.200 -0.451
C 0.941 -0.704 -0.617
C 3.249 0.848 -0.010
C -0.296 0.610 1.104
C 1.018 0.077 0.617
C 1.823 0.755 -0.465
H 3.925 1.702 -0.312
H 3.290 0.952 1.090
H -1.134 -0.178 1.120
H 3.815 -0.068 -0.320
H 2.032 -1.597 -0.496
H -0.506 1.329 0.331
H 0.475 -0.525 -1.571
H -3.356 -1.331 0.126
H -0.134 1.025 2.048
H 0.902 -2.460 0.572
H -4.111 1.462 -1.046
H -3.107 0.362 -0.198
H 1.483 -0.519 1.423

Run ii
A cluster of 3 separate species, C5H13NO2 in total, computed with the ωB97M-V functional and the def2-TZVPD basis.

The total charge is 0. Its SMILES is C=CC/C=C/N.O.O. The value obtained for the gap between HOMO and LUMO is 8.964 eV.

Element x y z (Å)
O -0.667 3.251 -1.776
O -2.093 -0.273 -3.081
N 2.555 1.128 1.866
C -0.719 -1.738 0.975
C 1.569 0.487 1.032
C -2.051 -1.630 1.096
C 1.501 -0.813 0.778
C 0.347 -1.326 -0.016
H 2.148 -1.514 1.272
H 3.181 0.529 2.366
H -1.653 0.457 -2.626
H -0.436 2.543 -2.384
H -2.751 -1.520 0.283
H 2.821 1.967 1.377
H -0.087 -0.555 -0.718
H -0.282 4.129 -1.868
H 0.729 1.218 0.794
H -0.226 -1.869 1.909
H 0.639 -2.007 -0.830
H -2.569 -1.415 2.070
H -1.956 -1.049 -2.518

Run iii
A cluster of 2 separate species, C5H13NO2 in total, computed with the ωB97M-V functional and the def2-TZVPD basis.

The total charge is 0. Its SMILES is CNC=O.CCCO. The value obtained for the gap between HOMO and LUMO is 10.046 eV.

Element x y z (Å)
O -3.154 -2.837 1.398
O -0.515 0.147 -1.693
N -1.336 -1.730 0.563
C 0.667 0.956 -1.624
C 1.067 1.168 -0.186
C 2.328 2.015 -0.061
C -0.976 -1.120 1.824
C -2.384 -2.568 0.501
H -0.908 -1.440 -0.306
H 0.048 -1.319 2.141
H 1.190 0.223 0.345
H -1.721 -1.486 2.528
H 3.142 1.503 -0.582
H -0.844 0.266 -2.578
H 2.230 2.967 -0.588
H -2.513 -2.992 -0.508
H 1.479 0.469 -2.172
H -1.069 -0.028 1.782
H 0.215 1.643 0.319
H 0.463 1.934 -2.074
H 2.591 2.229 0.971

Stability check: which of them is most stable? run iii.

Run i
A cluster of 3 separate species, C5H13NO2 in total, computed with the ωB97M-V functional and the def2-TZVPD basis.

The total charge is 0. Its SMILES is C=C/C(N)=C/C.O.O. The value obtained for the gap between HOMO and LUMO is 8.447 eV.

Element x y z (Å)
O 0.777 2.648 -1.519
O 2.458 -0.131 -1.467
N 0.256 -1.712 0.298
C 0.720 1.123 1.698
C -2.611 -1.106 -0.721
C -0.639 -0.782 0.784
C 0.005 0.028 1.886
C -1.842 -0.409 0.316
H -2.381 0.279 1.065
H 1.070 -1.852 0.811
H 0.164 -2.151 -0.572
H 2.240 -0.361 -0.567
H -3.653 -0.797 -0.778
H -2.153 -0.972 -1.736
H 1.113 1.446 0.680
H 3.199 -0.550 -1.856
H -0.329 -0.259 2.883
H 1.396 1.842 -1.648
H -0.017 2.417 -1.929
H 0.613 2.104 2.383
H -2.565 -2.183 -0.498

Run ii
A cluster of 3 separate species, C5H13NO2 in total, computed with the ωB97M-V functional and the def2-TZVPD basis.

The total charge is 0. The value obtained for the gap between HOMO and LUMO is 5.381 eV.

Element x y z (Å)
O 1.677 -1.889 -1.789
O -0.595 -2.962 -1.253
N 0.313 -1.123 0.661
C -0.512 2.468 1.042
C -0.050 0.287 -1.262
C -0.419 1.109 1.135
C -0.011 0.166 0.211
C -0.754 3.310 2.210
H 2.331 -2.396 -2.301
H -0.410 2.848 3.139
H 1.120 -1.397 0.077
H -0.177 4.231 2.272
H -0.503 0.706 2.145
H -1.085 0.213 -1.621
H 0.457 1.181 -1.631
H -0.434 -1.765 0.368
H 0.367 -2.700 -1.452
H 0.424 -0.633 -1.574
H -0.761 -3.773 -1.724
H -0.270 2.890 0.073
H -1.793 3.569 2.444

Stability check: which of them is most stable? run i.

Run i
A cluster of 3 separate species, C5H13NO2 in total, computed with the ωB97M-V functional and the def2-TZVPD basis.

The total charge is 0. Its SMILES is C=C/C=C(/C)N.O.O. The value obtained for the gap between HOMO and LUMO is 9.134 eV.

Element x y z (Å)
O 1.492 1.900 -0.201
O 2.564 -0.524 -1.001
N -0.947 0.445 1.761
C 0.821 -1.221 1.406
C -0.727 -0.637 -0.376
C -2.104 0.784 -1.915
C -1.939 -0.275 -1.121
C -0.282 -0.378 0.857
H 1.535 -0.643 2.015
H 1.416 -1.745 0.665
H 1.197 1.638 0.681
H 0.458 -1.962 2.124
H 0.709 1.761 -0.749
H -2.984 0.916 -2.537
H -2.756 -0.995 -1.203
H 3.515 -0.623 -1.038
H 2.256 0.370 -0.760
H -1.898 0.677 1.523
H -0.098 -1.294 -0.971
H -1.390 1.608 -1.891
H -0.838 0.198 2.731

Run ii
A cluster of 2 separate species, C5H13NO2 in total, computed with the ωB97M-V functional and the def2-TZVPD basis.

The total charge is 0. Its SMILES is CCCCC(N)=O.O. The value obtained for the gap between HOMO and LUMO is 10.430 eV.

Element x y z (Å)
O 1.646 1.969 -1.877
O -0.031 0.526 2.690
N -1.338 1.223 0.985
C -0.496 -0.582 -2.200
C -0.446 -1.125 1.061
C 0.340 -1.525 -1.330
C -0.712 0.244 1.724
C 0.717 -1.029 0.079
H -1.429 2.172 1.298
H -0.133 -2.504 -1.166
H -0.191 -1.739 1.941
H -1.282 -0.188 -1.565
H 1.308 -1.697 -1.836
H -1.776 0.924 0.133
H -0.883 -1.198 -3.018
H 2.245 1.233 -2.091
H 1.645 -1.492 0.502
H -1.368 -1.555 0.661
H 0.085 0.193 -2.699
H 0.964 1.510 -1.387
H 1.153 -0.028 -0.078

Run iii
A cluster of 3 separate species, C5H13NO2 in total, computed with the ωB97M-V functional and the def2-TZVPD basis.

The total charge is 0. Its SMILES is C=C/C(N)=C/C.O.O. The value obtained for the gap between HOMO and LUMO is 9.385 eV.

Element x y z (Å)
O 1.223 -2.555 1.300
O 1.763 0.736 2.555
N -0.551 -1.228 -0.884
C -0.786 0.143 -0.587
C 0.746 1.128 -2.361
C -1.379 0.553 1.752
C -0.180 1.161 -1.190
C -1.804 0.332 0.511
H 0.387 0.479 -3.169
H 0.732 -1.772 1.027
H 1.720 0.695 -2.109
H -1.910 0.299 2.645
H -1.428 -1.743 -0.874
H -0.360 -1.251 -1.886
H -0.506 1.174 1.883
H -2.758 -0.078 0.180
H 1.480 -2.917 0.446
H 1.910 0.616 1.638
H -0.499 2.143 -0.879
H 1.240 -0.036 2.754
H 0.962 2.121 -2.752

Run iv
A cluster of 3 separate species, C5H13NO2 in total, computed with the ωB97M-V functional and the def2-TZVPD basis.

The total charge is 0. Its SMILES is C=N/C=C/CC.O.O. The value obtained for the gap between HOMO and LUMO is 9.016 eV.

Element x y z (Å)
O 0.408 1.981 2.585
O -3.503 0.966 -0.574
N 0.063 -1.978 0.662
C -0.010 -2.134 1.915
C 1.678 0.552 -1.553
C 0.310 -0.812 -0.089
C 1.543 -0.517 -0.508
C 0.489 0.708 -2.549
H -4.443 1.184 -0.583
H 0.251 -0.291 -2.895
H 0.578 -1.605 2.635
H -0.615 -0.346 -0.378
H 0.875 1.179 -3.450
H 0.842 1.228 2.104
H 2.454 -0.962 -0.123
H -0.369 -3.071 2.252
H -0.354 1.519 3.128
H 2.586 0.447 -2.171
H -3.147 1.233 -1.428
H 1.779 1.475 -0.946
H -0.392 1.194 -2.157

Stability check: which of them is most stable? run ii.

Run i
A cluster of 2 separate species, C5H13NO2 in total, computed with the ωB97M-V functional and the def2-TZVPD basis.

The total charge is 0. Its SMILES is CCC(N)=O.CCO. The value obtained for the gap between HOMO and LUMO is 10.497 eV.

Element x y z (Å)
O -0.319 0.148 1.671
O -1.024 -1.384 -0.622
N -1.617 0.759 -1.163
C -0.047 -0.492 -2.576
C 1.740 0.673 2.903
C 0.275 0.296 2.972
C -0.934 -0.411 -1.345
C 1.375 0.015 -2.345
H 0.117 -0.550 3.645
H 1.979 -0.260 -3.212
H -1.545 1.440 -1.903
H 1.926 1.343 3.743
H -1.650 1.175 -0.243
H 2.436 -0.157 2.852
H 1.403 1.107 -2.485
H 0.104 -0.545 1.152
H 1.809 -0.135 -1.365
H -0.465 1.020 3.333
H -0.512 -0.007 -3.443
H 0.070 -1.514 -2.930
H 1.954 1.228 1.983

Run ii
A structure of composition C5H13NO2, computed with the ωB97M-V functional and the def2-TZVPD basis.

The total charge is 0. The value obtained for the gap between HOMO and LUMO is 9.832 eV.

Element x y z (Å)
O 0.021 -0.608 -0.267
O -2.113 0.506 0.340
N -0.035 -2.017 -0.130
C -1.519 0.698 -2.069
C 0.668 0.347 1.090
C 1.473 1.367 0.343
C -1.954 0.021 -0.798
C 1.443 -0.621 1.934
H -0.515 1.105 -1.959
H -1.011 -2.251 0.063
H 2.237 0.887 -0.264
H -2.779 -0.693 -1.050
H -0.136 0.801 1.666
H 2.173 -1.161 1.335
H 0.765 -1.317 2.427
H 1.954 2.034 1.065
H -1.434 -0.033 -2.877
H 0.275 -2.441 -1.002
H -2.261 1.450 -2.339
H 1.933 -0.071 2.744
H 0.817 1.998 -0.252

Stability check: which of them is most stable? run i.